w) Here is a 2-piece molecular cluster, C5H11NO overall from OMol25. Energies are from ωB97M-V/def2-TZVPD.

Structure (XYZ):
```
18
C5H11NO | OMol25 | ωB97M-V/def2-TZVPD
C 0.88 0.34 1.29
N -1.93 0.21 0.14
C -0.88 -0.72 -0.15
C 0.47 -0.48 0.09
C 1.53 -1.14 -0.58
C 1.45 -2.34 -1.25
H 0.18 1.13 1.56
H 0.92 -0.32 2.17
H 1.86 0.82 1.21
H -2.00 0.60 1.07
H -2.81 -0.07 -0.26
H -1.19 -1.60 -0.69
H 2.50 -0.65 -0.49
H 0.49 -2.84 -1.17
H 2.29 -2.86 -1.70
H -0.93 2.16 -0.12
H -0.36 3.61 -0.16
O -0.99 3.04 0.29
```

2S+1   2
Net charge   -1
Highest occupied orbital energy (alpha / beta)   0.41 / -2.00 eV


x) Here is a 2-piece molecular cluster, C5H11NO overall from OMol25. Energies are from ωB97M-V/def2-TZVPD.

Structure (XYZ):
```
18
C5H11NO | OMol25 | ωB97M-V/def2-TZVPD
C 1.74 0.55 -1.82
N -1.92 -0.41 -1.96
C -0.74 0.12 -1.41
C 0.28 0.55 -2.24
C -1.59 -0.38 0.90
C -0.56 -0.05 0.02
H 1.93 0.77 -0.78
H 2.31 -0.40 -2.00
H 2.27 1.23 -2.50
H -2.03 0.07 -2.84
H -2.74 -0.32 -1.40
H 0.24 0.54 -3.33
H -2.62 -0.36 0.54
H -1.39 -0.38 1.96
H 0.27 0.54 0.40
H 1.14 -0.04 5.30
H 1.52 -1.37 5.84
O 1.90 -0.65 5.33
```

2S+1   2
Net charge   -1
Highest occupied orbital energy (alpha / beta)   0.28 / -2.23 eV


y) Here is a 2-piece molecular cluster, C5H11NO overall from OMol25. Energies are from ωB97M-V/def2-TZVPD.

Structure (XYZ):
```
18
C5H11NO | OMol25 | ωB97M-V/def2-TZVPD
N -1.62 -1.45 -0.21
C -1.35 -0.09 0.08
C -2.00 0.90 0.76
C 2.18 0.67 -1.58
C 1.09 0.72 -0.50
C -0.16 0.15 -0.78
H -0.78 -2.20 0.00
H -2.48 -1.73 0.43
H -2.72 0.84 1.59
H -1.79 1.92 0.45
H 1.79 0.15 -2.49
H 2.59 1.62 -1.95
H 3.07 0.09 -1.30
H 1.43 1.12 0.47
H -0.30 -0.36 -1.75
H 0.26 -0.40 1.58
H 0.52 -0.80 3.03
O 0.28 -1.15 2.17
```

2S+1   2
Net charge   -1
Highest occupied orbital energy (alpha / beta)   0.65 / -3.12 eV


z) Here is a 2-piece molecular cluster, C5H11NO overall from OMol25. Energies are from ωB97M-V/def2-TZVPD.

Structure (XYZ):
```
18
C5H11NO | OMol25 | ωB97M-V/def2-TZVPD
C -1.37 -0.46 -1.45
N -0.14 -0.05 -0.86
C 0.36 -0.69 0.29
C -0.34 -1.46 1.14
C 2.20 0.28 1.73
C 1.86 -0.37 0.57
H -1.53 -0.53 -2.59
H -2.33 0.05 -0.99
H -1.72 -1.43 -0.98
H 0.58 -0.16 -1.56
H -0.97 -2.27 0.76
H -0.52 -1.37 2.22
H 1.22 0.48 2.27
H 3.07 0.76 2.03
H 2.58 -0.46 -0.24
H -0.43 1.99 -0.86
H -1.69 2.78 -0.54
O -0.84 2.92 -0.95
```

2S+1   2
Net charge   -1
Highest occupied orbital energy (alpha / beta)   0.32 / -2.13 eV


How do the energies compare? Relative to the most stable structure, in kJ/mol: w) 0.0; x) 19.7; y) 91.3; z) 218.7.


w) Here is C8H15N3 as an isolated structure from OMol25. Energies are from ωB97M-V/def2-TZVPD.

Structure (XYZ):
```
26
C8H15N3 | OMol25 | ωB97M-V/def2-TZVPD
C -1.24 -2.22 -0.77
C -0.32 -0.89 0.46
C 1.66 0.00 -0.21
C -2.02 -3.14 -1.21
C 0.64 0.86 -0.91
C -1.43 2.81 0.23
C 1.69 -2.09 0.97
C -1.02 1.45 0.88
N 0.99 -1.06 0.38
N 2.95 0.10 -0.36
N -0.61 0.45 -0.11
H -2.13 -3.73 -2.15
H -3.01 -3.57 -0.74
H 0.77 1.86 -1.03
H 0.55 0.54 -1.92
H -2.07 2.61 -0.54
H -1.79 3.62 0.86
H -0.55 3.19 -0.38
H 2.59 -2.29 0.37
H 1.96 -1.79 1.99
H 0.96 -2.94 1.13
H -1.88 1.17 1.37
H -0.23 1.59 1.67
H 3.51 0.87 -0.87
H 3.52 -0.59 0.08
H -1.34 0.14 -0.70
```

2S+1   1
Net charge   +2
Highest occupied orbital energy (alpha / beta)   -16.51 / -16.51 eV


x) Here is an isolated ion of composition C8H15N3 and charge +2 from OMol25. Energies are from ωB97M-V/def2-TZVPD.

Structure (XYZ):
```
26
C8H15N3 | OMol25 | ωB97M-V/def2-TZVPD
C -1.44 -2.16 0.93
C 1.22 -1.06 -1.28
C -1.31 1.39 0.55
C -1.33 -0.50 -1.19
C 1.88 -0.01 -0.23
C 0.13 1.58 0.94
C -0.15 -1.49 -0.88
C -1.67 0.04 0.17
N -0.43 -2.28 0.09
N -1.94 -0.89 1.12
N 1.15 1.30 -0.17
H -1.77 -2.87 1.67
H 1.35 -0.80 -2.30
H 1.99 -1.84 -1.26
H -1.89 1.81 1.38
H -1.69 1.97 -0.31
H -1.20 0.32 -2.02
H -2.24 -1.11 -1.56
H 1.82 -0.59 0.80
H 3.00 0.05 -0.44
H 0.33 2.68 1.16
H 0.57 1.01 1.86
H 0.19 -3.04 0.12
H -2.35 -0.58 1.99
H 1.76 2.16 -0.15
H 0.90 1.50 -1.10
```

2S+1   1
Net charge   +2
Highest occupied orbital energy (alpha / beta)   -15.70 / -15.70 eV


How do the energies compare? Relative to the most stable structure, in kJ/mol: w) 440.8; x) 0.0.


w) Here is one molecule with the formula C2H3NP2 from OMol25. Energies are from ωB97M-V/def2-TZVPD.

Structure (XYZ):
```
8
C2H3NP2 | OMol25 | ωB97M-V/def2-TZVPD
C 0.40 -0.21 -1.84
C -0.20 -0.19 -0.71
N -0.85 -0.05 0.30
P -0.34 0.19 1.91
P 1.40 0.66 2.74
H 0.35 0.73 -2.49
H 0.93 -1.21 -2.09
H -1.68 0.09 2.19
```

SMILES   C=C=N[PH]#P
2S+1   1
Highest occupied orbital energy   -8.33 eV


x) Here is one molecule with the formula C2H3NP2 from OMol25. Energies are from ωB97M-V/def2-TZVPD.

Structure (XYZ):
```
8
C2H3NP2 | OMol25 | ωB97M-V/def2-TZVPD
C -0.26 1.29 0.15
P -1.05 -0.36 0.49
C 0.48 -1.25 0.20
P 1.95 -0.44 -0.05
N 0.94 1.52 0.01
H -0.99 2.12 0.14
H -1.24 -0.54 -0.95
H 0.18 -2.34 0.02
```

SMILES   C1=[PH]=CP=N1
2S+1   1
Highest occupied orbital energy (alpha / beta)   -8.70 / -8.70 eV


y) Here is one molecule with the formula C2H3NP2 from OMol25. Energies are from ωB97M-V/def2-TZVPD.

Structure (XYZ):
```
8
C2H3NP2 | OMol25 | ωB97M-V/def2-TZVPD
C -1.57 -0.35 1.02
P -0.55 -0.95 -0.14
P 1.62 -0.98 0.19
C 2.10 0.66 -0.42
N 1.84 0.60 0.85
H -1.65 0.67 1.03
H -0.63 -2.41 0.22
H 2.46 1.48 -1.11
```

SMILES   C#[PH]P1C=N1
2S+1   1
Highest occupied orbital energy   -8.37 eV


z) Here is one molecule with the formula C2H3NP2 from OMol25. Energies are from ωB97M-V/def2-TZVPD.

Structure (XYZ):
```
8
C2H3NP2 | OMol25 | ωB97M-V/def2-TZVPD
C -0.06 0.29 -1.27
N 0.92 0.30 -0.33
C 0.52 0.39 0.87
P -1.19 0.58 1.33
P -1.69 0.55 -0.88
H 0.49 0.06 -2.15
H 1.18 0.48 1.72
H -1.38 -0.70 0.69
```

SMILES   C1=NC=[PH]=P1
2S+1   1
Highest occupied orbital energy   -9.24 eV


How do the energies compare? Relative to the most stable structure, in kJ/mol: w) 144.7; x) 72.4; y) 381.0; z) 0.0.


w) Here is one molecule with the formula C3H5NS2 from OMol25. Energies are from ωB97M-V/def2-TZVPD.

Structure (XYZ):
```
11
C3H5NS2 | OMol25 | ωB97M-V/def2-TZVPD
S 1.01 2.09 -0.10
C 0.98 0.37 -0.32
S 2.62 -0.26 -0.09
C -0.23 -0.42 -0.51
C -1.13 -0.10 0.66
N -1.63 0.24 -0.63
H 2.31 -1.70 -0.04
H -0.50 -1.42 -0.85
H -1.47 -0.92 1.23
H -0.60 0.84 1.31
H -1.37 1.29 -0.67
```

SMILES   S=C(S)[C@H]1CN1
2S+1   1
Highest occupied orbital energy   -8.96 eV


x) Here is C3H5NS2 as an isolated structure from OMol25. Energies are from ωB97M-V/def2-TZVPD.

Structure (XYZ):
```
11
C3H5NS2 | OMol25 | ωB97M-V/def2-TZVPD
C -2.00 -0.66 0.29
C -0.29 0.89 0.13
C 0.76 -0.19 -0.37
N -1.64 0.46 0.43
S -0.04 -1.82 -0.48
S 2.24 -0.01 0.69
H -2.94 -1.22 0.48
H 0.12 1.21 1.06
H -0.63 1.68 -0.61
H 1.09 0.00 -1.48
H 3.32 -0.34 -0.15
```

2S+1   1
Highest occupied orbital energy   -8.53 eV


How do the energies compare? Relative to the most stable structure, in kJ/mol: w) 29.5; x) 0.0.


w) Here is a 9-piece molecular cluster, C22H65N3O9 overall from OMol25. Energies are from ωB97M-V/def2-TZVPD.

Structure (XYZ):
```
99
C22H65N3O9 | OMol25 | ωB97M-V/def2-TZVPD
C -0.70 -0.47 -0.54
O -1.44 -0.06 0.60
C -2.83 0.06 0.42
C -3.35 0.85 1.69
C -4.91 0.58 1.77
N -3.05 2.25 1.87
H -0.77 0.04 -1.50
H -1.08 -1.45 -0.81
H 0.38 -0.57 -0.39
H -3.15 0.62 -0.46
H -3.18 -0.97 0.38
H -2.99 0.37 2.60
H -5.05 -0.48 1.57
H -5.33 1.10 0.91
H -5.47 0.90 2.65
H -2.11 2.41 1.53
H -3.63 2.87 1.32
C -7.41 -8.13 0.70
O -6.00 -8.12 0.41
C -5.36 -9.43 0.75
C -3.82 -9.24 0.95
C -3.57 -8.07 1.82
N -3.05 -9.05 -0.22
H -7.78 -8.21 1.72
H -7.86 -9.01 0.23
H -7.80 -7.29 0.13
H -5.68 -9.66 1.77
H -5.71 -10.26 0.13
H -3.37 -10.11 1.42
H -2.51 -7.81 1.85
H -3.95 -8.26 2.83
H -4.02 -7.14 1.48
H -2.93 -8.06 -0.38
H -3.69 -9.28 -0.96
C 9.97 2.52 1.53
O 11.17 1.71 1.55
C 11.64 1.44 0.21
C 10.58 0.90 -0.74
C 9.89 -0.41 -0.39
N 11.25 0.54 -2.01
H 9.27 1.74 1.26
H 9.90 3.42 0.92
H 9.64 2.81 2.53
H 11.94 2.43 -0.11
H 12.58 0.89 0.13
H 9.86 1.59 -1.17
H 9.00 -0.60 -0.98
H 9.50 -0.37 0.62
H 10.44 -1.35 -0.49
H 11.89 1.29 -2.21
H 10.61 0.38 -2.77
C -6.72 -3.67 -3.92
C -6.02 -3.91 -5.25
O -6.15 -5.25 -5.58
H -7.68 -4.19 -3.93
H -6.77 -2.64 -3.57
H -6.10 -4.28 -3.26
H -4.95 -3.71 -5.28
H -6.31 -3.36 -6.15
H -6.66 -5.71 -4.91
C 3.25 5.90 -2.43
C 3.10 5.40 -3.86
O 4.32 5.08 -4.42
H 2.33 5.63 -1.92
H 3.37 6.99 -2.48
H 4.06 5.39 -1.92
H 2.55 6.14 -4.44
H 2.49 4.50 -3.90
H 4.35 5.12 -5.38
C 2.28 0.14 6.03
C 3.13 0.33 4.85
O 2.56 1.15 3.92
H 2.55 -0.67 6.71
H 1.27 -0.03 5.66
H 2.39 0.96 6.73
H 3.30 -0.62 4.34
H 4.08 0.77 5.13
H 2.13 0.62 3.25
C -3.31 4.12 -6.92
C -4.31 3.08 -7.27
O -4.38 3.18 -8.69
H -3.71 5.11 -7.15
H -2.40 3.87 -7.47
H -3.17 4.09 -5.84
H -5.33 3.06 -6.90
H -3.83 2.11 -7.07
H -4.80 4.03 -8.88
C 2.84 7.52 6.72
C 2.95 7.57 5.21
O 4.23 7.59 4.78
H 3.01 8.53 7.10
H 3.42 6.70 7.15
H 1.78 7.34 6.90
H 2.44 8.44 4.79
H 2.39 6.74 4.78
H 4.78 7.43 5.54
O -11.55 0.80 4.38
H -11.52 1.33 3.58
H -11.63 1.44 5.09
```

SMILES   COC[C@H](C)N.COC[C@H](C)N.COC[C@H](C)N.CCO.CCO.CCO.CCO.CCO.O
2S+1   1
Highest occupied orbital energy   -9.00 eV


x) Here is a 9-piece molecular cluster, C22H65N3O9 overall from OMol25. Energies are from ωB97M-V/def2-TZVPD.

Structure (XYZ):
```
99
C22H65N3O9 | OMol25 | ωB97M-V/def2-TZVPD
C -4.66 -0.69 2.39
O -4.02 -0.56 3.63
C -4.67 -1.16 4.71
C -3.96 -0.87 6.04
C -2.58 -1.51 6.11
N -4.80 -1.27 7.16
H -5.69 -0.36 2.54
H -4.68 -1.72 2.00
H -4.13 -0.18 1.59
H -5.70 -0.77 4.79
H -4.67 -2.25 4.56
H -3.82 0.22 6.11
H -2.69 -2.59 6.00
H -2.11 -1.20 7.05
H -1.83 -1.17 5.39
H -5.74 -0.90 7.04
H -4.93 -2.28 7.16
C 0.91 0.48 -4.26
O 0.71 0.21 -5.64
C 0.22 -1.09 -5.89
C 0.61 -1.52 -7.30
C 2.11 -1.62 -7.51
N 0.00 -0.69 -8.37
H 1.81 -0.07 -3.95
H 0.04 0.12 -3.70
H 1.07 1.55 -4.14
H 0.67 -1.84 -5.22
H -0.86 -1.14 -5.78
H 0.24 -2.55 -7.42
H 2.65 -0.70 -7.25
H 2.36 -1.90 -8.53
H 2.54 -2.40 -6.88
H 0.74 -0.10 -8.76
H -0.64 -0.06 -7.90
C 1.41 3.13 3.37
O 1.26 4.26 2.51
C 0.24 5.15 2.94
C 0.64 6.54 2.47
C 2.10 6.92 2.84
N -0.28 7.63 2.78
H 1.99 3.46 4.24
H 1.92 2.37 2.78
H 0.46 2.78 3.80
H -0.66 4.83 2.39
H -0.03 5.04 4.00
H 0.68 6.41 1.39
H 2.37 7.87 2.39
H 2.77 6.12 2.53
H 2.14 7.02 3.93
H -0.15 7.92 3.75
H -0.04 8.43 2.22
C 5.13 -1.88 2.21
C 3.99 -0.95 1.77
C 4.44 -0.08 0.59
O 2.93 -1.82 1.40
H 5.98 -1.31 2.61
H 5.59 -2.46 1.42
H 4.80 -2.51 3.04
H 3.67 -0.38 2.64
H 3.58 0.58 0.44
H 4.67 -0.71 -0.27
H 5.27 0.59 0.80
H 2.29 -1.30 0.88
C -0.78 0.29 1.37
C -0.30 -0.81 0.42
C -1.27 -1.12 -0.71
O 0.95 -0.43 -0.15
H 0.06 0.60 2.01
H -1.48 -0.12 2.10
H -1.05 1.24 0.91
H -0.16 -1.70 1.04
H -2.15 -1.65 -0.35
H -0.72 -1.67 -1.47
H -1.71 -0.20 -1.12
H 0.78 0.37 -0.69
C 2.72 -3.25 -1.77
O 1.86 -3.00 -2.90
H 2.28 -2.72 -0.93
H 2.87 -4.29 -1.49
H 3.71 -2.85 -1.97
H 2.31 -2.34 -3.43
C -2.99 -1.89 -3.65
O -3.44 -2.23 -4.97
H -1.97 -2.23 -3.47
H -2.97 -0.80 -3.58
H -3.64 -2.43 -2.96
H -4.26 -2.71 -4.92
C 1.24 3.23 -1.09
O 1.51 1.86 -1.36
H 1.48 3.90 -1.92
H 0.20 3.42 -0.84
H 1.86 3.49 -0.23
H 2.47 1.79 -1.45
C -1.64 -5.18 -0.66
O -2.86 -5.89 -0.60
H -0.84 -5.83 -0.28
H -1.37 -4.81 -1.66
H -1.66 -4.30 -0.02
H -2.69 -6.80 -0.86
```

SMILES   COC[C@H](C)N.COC[C@H](C)N.COC[C@H](C)N.CC(C)O.CC(C)O.CO.CO.CO.CO
2S+1   1
Highest occupied orbital energy   -9.03 eV


How do the energies compare? Relative to the most stable structure, in kJ/mol: w) 297.9; x) 0.0.


w) Here is a 2-piece molecular cluster, CH4N2O2 overall from OMol25. Energies are from ωB97M-V/def2-TZVPD.

Structure (XYZ):
```
9
CH4N2O2 | OMol25 | ωB97M-V/def2-TZVPD
C -0.47 -0.03 -1.05
N 0.31 0.01 1.05
N 0.43 -1.07 -1.43
O 1.57 -0.84 -1.77
O -0.05 -2.14 -1.67
H -1.58 -0.45 -0.82
H -0.23 1.01 -1.21
H -0.22 0.91 1.12
H 1.29 0.34 0.86
```

2S+1   1
Highest occupied orbital energy (alpha / beta)   -10.52 / -10.84 eV


x) Here is one molecule with the formula CH4N2O2 from OMol25. Energies are from ωB97M-V/def2-TZVPD.

Structure (XYZ):
```
9
CH4N2O2 | OMol25 | ωB97M-V/def2-TZVPD
H -1.79 -1.90 0.10
N -2.06 -0.86 -0.05
N -1.11 -0.14 -0.03
O -1.15 1.34 -0.42
O 0.21 -0.67 0.07
C 1.27 0.32 0.10
H 1.86 0.26 -0.76
H 2.03 0.35 0.96
H 0.75 1.29 0.04
```

SMILES   [H]/N=[N+](/[O-])OC
2S+1   1
Highest occupied orbital energy   -10.19 eV


y) Here is a 2-piece molecular cluster, CH4N2O2 overall from OMol25. Energies are from ωB97M-V/def2-TZVPD.

Structure (XYZ):
```
9
CH4N2O2 | OMol25 | ωB97M-V/def2-TZVPD
C 0.12 0.33 -0.82
N 0.07 -1.06 1.84
N -0.37 0.00 1.52
O -1.05 1.01 -0.83
O 0.33 -0.39 -1.99
H 1.00 0.82 -0.42
H -0.13 -1.46 2.78
H -1.25 1.26 0.08
H 1.27 -0.50 -2.15
```

2S+1   1
Highest occupied orbital energy (alpha / beta)   -8.16 / -6.74 eV


z) Here is one molecule with the formula CH4N2O2 from OMol25. Energies are from ωB97M-V/def2-TZVPD.

Structure (XYZ):
```
9
CH4N2O2 | OMol25 | ωB97M-V/def2-TZVPD
C -1.78 0.02 0.10
N -0.54 -0.63 -0.19
N 0.60 0.04 -0.02
O 1.62 -0.60 0.08
O 0.53 1.23 -0.03
H -2.63 -0.66 -0.11
H -1.86 0.49 1.08
H -1.90 0.75 -0.69
H -0.50 -1.57 0.18
```

SMILES   CN[N+](=O)[O-]
2S+1   1
Highest occupied orbital energy   -11.00 eV


How do the energies compare? Relative to the most stable structure, in kJ/mol: w) 298.1; x) 258.1; y) 67.3; z) 0.0.


w) Here is a 2-piece molecular cluster, CH4N2O2 overall from OMol25. Energies are from ωB97M-V/def2-TZVPD.

Structure (XYZ):
```
9
CH4N2O2 | OMol25 | ωB97M-V/def2-TZVPD
N -0.59 -0.05 2.50
N -0.77 0.73 1.76
O -0.87 1.63 1.04
C 0.74 -0.32 -0.78
O -0.40 -1.14 -0.80
H 1.36 -0.15 -1.76
H 1.29 -0.61 0.07
H 0.23 0.71 -0.58
H -1.01 -0.80 -1.45
```

SMILES   N#[N+][O-].CO
2S+1   1
Highest occupied orbital energy   -10.18 eV


x) Here is one molecule with the formula CH4N2O2 from OMol25. Energies are from ωB97M-V/def2-TZVPD.

Structure (XYZ):
```
9
CH4N2O2 | OMol25 | ωB97M-V/def2-TZVPD
O -1.18 0.86 -2.37
N -0.63 0.19 -1.49
N -0.57 0.80 -0.35
C 0.17 -0.20 0.78
O 1.59 -0.92 1.10
H -1.12 1.66 -0.24
H 0.10 0.16 1.72
H -0.27 -1.12 0.57
H 1.89 -1.42 0.30
```

SMILES   O=NNCO
2S+1   1
Highest occupied orbital energy   -9.71 eV


y) Here is a 2-piece molecular cluster, CH4N2O2 overall from OMol25. Energies are from ωB97M-V/def2-TZVPD.

Structure (XYZ):
```
9
CH4N2O2 | OMol25 | ωB97M-V/def2-TZVPD
C -0.03 -0.51 -0.63
N 1.54 0.26 0.55
N -1.24 -0.03 -0.02
O -1.71 -0.67 0.89
O -1.60 1.05 -0.42
H 0.20 0.05 -1.55
H 0.03 -1.61 -0.57
H 1.21 0.25 1.52
H 1.60 1.21 0.23
```

2S+1   1
Highest occupied orbital energy (alpha / beta)   -10.58 / -10.58 eV


How do the energies compare? Relative to the most stable structure, in kJ/mol: w) 0.0; x) 201.1; y) 254.3.


w) Here is one molecule with the formula C2H2OS from OMol25. Energies are from ωB97M-V/def2-TZVPD.

Structure (XYZ):
```
6
C2H2OS | OMol25 | ωB97M-V/def2-TZVPD
C 0.21 0.40 0.01
C 0.68 -0.81 -0.12
O -1.06 0.81 -0.06
S -2.27 -0.32 0.07
H 0.87 1.28 0.10
H 1.57 -1.36 -0.01
```

2S+1   1
Highest occupied orbital energy (alpha / beta)   -9.34 / -9.07 eV


x) Here is a 2-piece molecular cluster, C2H2OS overall from OMol25. Energies are from ωB97M-V/def2-TZVPD.

Structure (XYZ):
```
6
C2H2OS | OMol25 | ωB97M-V/def2-TZVPD
C -0.38 0.79 1.72
C -0.49 0.82 0.49
O 0.63 -1.54 -2.24
S -0.76 0.79 -1.05
H -0.38 0.72 2.78
H 1.38 -1.59 -1.71
```

2S+1   1
Highest occupied orbital energy (alpha / beta)   -9.04 / -9.02 eV


How do the energies compare? Relative to the most stable structure, in kJ/mol: w) 0.0; x) 173.8.